Record 1
Entry from OMol25: a structure of composition C45H36AsCaN3OS5 in a non-equilibrium geometry (the ωB97M-V functional and the def2-TZVPD basis).

- Max |F|: 1.92 eV Å⁻¹
- HOMO-LUMO gap: 5.7186 eV

ORCA input file:
```
! wB97M-V def2-TZVPD RIJCOSX def2/J DEFGRID3
* xyz -2 1
Ca -0.505 0.505 -0.218
N 2.098 2.361 -0.501
C 2.159 2.517 -1.879
C 3.315 2.135 -2.565
C 3.459 2.365 -3.922
C 2.436 2.980 -4.627
C 1.278 3.345 -3.954
C 1.108 3.140 -2.586
C -0.160 3.580 -1.930
C -0.628 4.860 -2.256
C -1.831 5.330 -1.753
C -2.580 4.503 -0.928
C -2.101 3.238 -0.607
C -0.878 2.717 -1.068
H 2.655 1.599 -0.133
H 1.145 2.314 -0.163
H 4.105 1.641 -2.010
H 4.367 2.064 -4.431
H 2.527 3.154 -5.693
H 0.463 3.788 -4.515
H -0.039 5.505 -2.903
H -2.175 6.328 -2.006
H -3.528 4.849 -0.526
H -2.716 2.621 0.046
S 3.660 -6.112 2.537
C 2.825 -4.779 2.005
S 3.359 -3.155 2.235
C 2.054 -2.296 1.388
C 1.096 -3.118 0.880
S -0.343 -2.690 0.015
S 1.346 -4.844 1.138
S 2.198 -0.604 1.280
C 0.271 1.721 3.098
N -0.632 1.172 2.095
C -1.761 0.726 2.508
C -2.778 0.200 1.660
C -4.090 -0.142 2.026
C -4.727 -0.553 0.858
C -3.768 -0.445 -0.158
N -2.600 0.009 0.312
C -0.013 3.194 3.309
C -0.638 3.635 4.470
C -0.978 4.972 4.636
C -0.708 5.885 3.628
C -0.072 5.457 2.470
C 0.286 4.127 2.318
H 1.293 1.571 2.749
H 0.157 1.200 4.056
H -2.007 0.745 3.579
H -4.514 -0.078 3.019
H -5.747 -0.892 0.750
H -3.889 -0.693 -1.201
H -0.865 2.924 5.257
H -1.461 5.295 5.551
H -0.997 6.923 3.739
H 0.137 6.160 1.673
H 0.803 3.809 1.423
O 0.529 -0.319 -1.856
As 0.361 -1.833 -2.462
C 1.793 -3.125 -2.244
C 2.960 -2.666 -1.647
C 4.022 -3.536 -1.442
C 3.924 -4.859 -1.847
C 2.761 -5.314 -2.452
C 1.691 -4.453 -2.643
C 0.738 -1.454 -4.387
C 1.013 -0.147 -4.779
C 1.249 0.158 -6.114
C 1.211 -0.847 -7.070
C 0.943 -2.156 -6.688
C 0.707 -2.454 -5.355
C -1.440 -2.475 -2.858
C -1.910 -3.769 -2.680
C -3.204 -4.087 -3.064
C -4.034 -3.117 -3.608
C -3.572 -1.819 -3.767
C -2.274 -1.501 -3.397
H 3.012 -1.632 -1.318
H 4.914 -3.189 -0.936
H 4.747 -5.542 -1.674
H 2.677 -6.350 -2.757
H 0.779 -4.818 -3.098
H 1.044 0.628 -4.021
H 1.467 1.178 -6.405
H 1.393 -0.614 -8.113
H 0.922 -2.942 -7.435
H 0.492 -3.477 -5.062
H -1.284 -4.513 -2.206
H -3.573 -5.096 -2.920
H -5.047 -3.372 -3.899
H -4.225 -1.051 -4.163
H -1.892 -0.492 -3.521
*
```

Record 2
Entry from OMol25: a structure of composition C50H90BeN7O35 in a non-equilibrium geometry (the ωB97M-V functional and the def2-TZVPD basis).

- Max |F|: 6.90 eV Å⁻¹
- HOMO-LUMO gap: 5.7968 eV

ORCA input file:
```
! wB97M-V def2-TZVPD RIJCOSX def2/J DEFGRID3
* xyz 1 1
Be -0.629 -3.256 -2.681
C -0.813 0.888 -0.163
C 0.036 -0.241 -0.524
O -0.436 -1.481 -0.872
H -1.329 0.753 0.788
H -1.462 1.311 -0.931
H -0.206 1.761 0.076
H 0.725 -0.360 0.313
H 0.738 0.007 -1.320
C 2.264 -2.117 -4.847
O 1.491 -2.409 -3.908
N 2.910 -0.927 -4.942
C 3.818 -0.721 -6.072
C 2.746 0.196 -3.981
H 2.460 -2.794 -5.693
H 4.773 -0.330 -5.720
H 3.407 -0.011 -6.789
H 4.030 -1.589 -6.698
H 3.641 0.221 -3.359
H 2.625 1.183 -4.427
H 1.952 -0.023 -3.268
C -3.882 -2.199 -1.488
O -2.930 -2.417 -2.207
N -4.616 -1.035 -1.397
C -5.609 -0.987 -0.345
C -4.235 0.106 -2.284
H -4.252 -3.028 -0.866
H -5.679 -1.783 0.397
H -6.591 -0.968 -0.819
H -5.484 -0.080 0.246
H -5.159 0.450 -2.747
H -3.747 0.839 -1.641
H -3.583 -0.113 -3.129
C -2.781 -6.199 -1.932
O -2.244 -5.137 -2.271
N -3.291 -6.358 -0.662
C -3.884 -7.604 -0.252
C -3.403 -5.224 0.254
H -2.980 -7.071 -2.575
H -3.764 -8.299 -1.083
H -4.928 -7.498 0.042
H -3.354 -8.082 0.573
H -2.970 -5.396 1.239
H -2.812 -4.411 -0.169
H -4.429 -4.899 0.427
C -1.512 -1.282 -5.678
O -1.346 -1.732 -4.547
N -1.261 -0.015 -6.026
C -1.095 1.009 -4.971
C -1.212 0.412 -7.398
H -1.845 -1.907 -6.520
H -1.049 0.601 -3.961
H -1.829 1.808 -5.076
H -0.107 1.468 -4.991
H -0.824 -0.389 -8.028
H -2.168 0.789 -7.761
H -0.506 1.242 -7.414
C 0.647 5.735 -3.093
O 0.325 6.354 -4.129
N -0.254 5.154 -2.245
C 0.211 4.544 -1.055
C -1.656 5.109 -2.637
H 1.661 5.530 -2.717
H 0.114 3.458 -1.059
H -0.566 4.863 -0.361
H 1.195 4.863 -0.709
H -2.321 5.494 -1.863
H -1.929 5.811 -3.424
H -1.989 4.122 -2.959
C 1.668 -2.108 6.408
O 2.110 -2.982 7.186
N 2.335 -1.054 5.910
C 1.852 -0.132 4.939
C 3.669 -0.680 6.321
H 0.630 -2.203 6.055
H 1.932 0.892 5.301
H 0.816 -0.328 4.661
H 2.333 -0.253 3.968
H 4.339 -0.899 5.490
H 3.682 0.400 6.467
H 4.069 -1.139 7.225
C 0.918 -4.585 0.315
O 0.660 -4.689 -0.872
N 0.647 -5.548 1.153
C 0.863 -5.329 2.544
C 0.061 -6.832 0.765
H 1.399 -3.760 0.863
H -0.083 -5.518 3.052
H 1.203 -4.333 2.829
H 1.551 -6.096 2.900
H 0.099 -7.002 -0.311
H 0.669 -7.629 1.193
H -0.957 -6.886 1.151
C 4.281 4.013 -5.760
C 2.867 4.401 -5.358
O 2.797 4.051 -3.994
C 3.854 3.606 -3.566
O 3.910 3.225 -2.383
O 4.807 3.609 -4.502
H 4.836 4.862 -6.158
H 4.348 3.241 -6.526
H 2.054 3.791 -5.751
H 2.620 5.461 -5.404
C 4.120 0.643 -0.070
C 3.538 1.964 0.410
O 3.698 1.768 1.804
C 4.709 0.869 2.028
O 5.305 0.681 3.133
O 4.985 0.199 0.965
H 4.730 0.742 -0.967
H 3.419 -0.191 -0.098
H 2.500 2.054 0.088
H 3.987 2.838 -0.061
C 5.603 -4.658 3.691
C 4.422 -4.482 4.585
O 3.742 -3.440 3.888
C 4.021 -3.443 2.568
O 3.547 -2.647 1.667
O 5.007 -4.401 2.388
H 6.047 -5.652 3.732
H 6.466 -4.024 3.898
H 4.861 -4.259 5.558
H 3.913 -5.446 4.596
C -3.486 3.418 -0.278
C -3.850 2.524 0.888
O -5.225 2.705 0.985
C -5.606 3.780 0.277
O -6.734 4.238 0.192
O -4.524 4.357 -0.375
H -3.349 2.924 -1.240
H -2.577 3.993 -0.104
H -3.393 2.905 1.801
H -3.557 1.500 0.658
C 4.003 -3.007 -1.613
C 5.256 -3.460 -0.927
O 6.150 -2.997 -1.865
C 5.738 -2.079 -2.679
O 6.504 -1.449 -3.376
O 4.455 -1.997 -2.457
H 3.351 -2.537 -0.877
H 3.426 -3.799 -2.090
H 5.298 -4.549 -0.961
H 5.352 -3.009 0.061
C -0.017 7.536 2.042
C 0.349 7.491 3.526
O 1.155 6.360 3.517
C 1.545 6.018 2.228
O 2.326 5.120 1.914
O 1.107 6.865 1.423
H -0.222 8.552 1.704
H -0.969 7.015 1.933
H -0.576 7.291 4.066
H 0.928 8.338 3.895
C -6.183 -0.053 3.131
C -6.513 1.269 3.843
O -7.601 1.819 3.134
C -7.943 1.063 2.143
O -8.821 1.266 1.329
O -7.217 -0.110 2.146
H -6.258 -0.843 3.878
H -5.193 -0.055 2.676
H -5.651 1.934 3.800
H -6.822 1.228 4.888
C 0.094 2.990 3.037
C -0.120 3.449 4.432
O -1.321 4.259 4.396
C -1.612 4.509 3.119
O -2.426 5.273 2.735
O -0.727 3.850 2.312
H -0.288 1.985 2.858
H 1.145 3.083 2.761
H 0.754 3.981 4.807
H -0.194 2.611 5.125
C -1.033 -1.967 3.005
C -2.322 -2.013 2.135
O -3.049 -0.793 2.488
C -2.236 -0.031 3.223
O -2.405 1.115 3.554
O -1.080 -0.573 3.383
H -0.164 -2.206 2.392
H -1.084 -2.610 3.884
H -2.896 -2.891 2.431
H -1.974 -1.975 1.103
*
```

Record 3
Entry from OMol25: a structure of composition C25H46N6O9P2S2Sn in a non-equilibrium geometry (the ωB97M-V functional and the def2-TZVPD basis).

- Max |F|: 4.16 eV Å⁻¹
- Energy relative to the best compared isomer or geometry (same formula, charge and spin): 28.87 kcal per mole
- HOMO-LUMO gap: 8.8586 eV

ORCA input file:
```
! wB97M-V def2-TZVPD RIJCOSX def2/J DEFGRID3
* xyz 0 1
Sn -1.023 -1.098 0.153
O 1.695 -2.234 1.181
C 1.816 -2.020 2.549
C 0.996 -0.824 3.065
N -0.378 -0.906 2.481
C -1.064 -2.058 2.962
C -2.533 -1.965 2.620
O -3.434 -2.349 3.393
O -2.689 -1.405 1.434
C -1.063 0.370 2.951
C -1.903 1.101 1.898
O -2.704 1.949 2.266
O -1.604 0.847 0.630
H 1.732 -1.332 0.732
H 1.549 -2.966 3.075
H 2.851 -1.922 2.807
H 0.949 -0.895 4.143
H 1.514 0.153 2.850
H -0.631 -2.877 2.320
H -0.900 -2.240 3.983
H -1.671 0.304 3.846
H -0.252 1.156 3.170
C 0.400 2.341 -1.250
N 1.375 2.953 -0.309
C 1.388 4.395 -0.186
P 2.542 1.879 0.054
O 2.003 0.548 0.278
O 3.557 1.700 -1.128
P 3.783 2.356 -2.577
O 3.110 3.682 -2.679
N 5.401 2.545 -2.713
C 5.819 3.967 -2.574
C 6.409 1.503 -2.626
N 3.318 1.136 -3.644
C 3.590 1.355 -5.099
C 2.292 0.168 -3.383
N 3.511 2.614 1.188
C 3.034 3.153 2.420
C 4.931 2.245 1.127
H 0.753 2.336 -2.232
H -0.558 2.828 -1.210
H 0.276 1.357 -0.966
H 2.392 4.811 0.052
H 0.615 4.747 0.559
H 1.061 4.854 -1.179
H 4.956 4.578 -2.708
H 6.496 4.144 -3.413
H 6.295 4.247 -1.713
H 6.039 0.495 -2.890
H 6.790 1.327 -1.523
H 7.353 1.684 -3.286
H 4.490 1.909 -5.330
H 2.745 1.832 -5.512
H 3.580 0.325 -5.496
H 2.088 0.225 -2.312
H 2.685 -0.870 -3.480
H 1.338 0.374 -3.908
H 1.901 3.257 2.465
H 3.449 4.157 2.552
H 3.268 2.513 3.333
H 5.264 2.113 0.116
H 5.137 1.284 1.584
H 5.458 3.055 1.667
S -2.326 -4.867 -1.486
C -1.505 -4.587 -0.045
N -2.218 -4.596 1.055
C -3.564 -4.834 0.718
C -4.607 -4.972 1.675
C -5.854 -5.285 1.240
C -6.123 -5.572 -0.129
C -5.142 -5.481 -1.080
C -3.857 -5.011 -0.610
H -0.463 -4.447 0.023
H -4.296 -4.784 2.671
H -6.738 -5.431 1.944
H -7.131 -5.911 -0.428
H -5.239 -5.678 -2.116
O -2.918 -0.940 -1.334
S -4.430 -0.738 -1.391
C -4.715 0.888 -0.707
C -5.915 0.723 0.308
C -5.686 -0.651 0.976
C -5.268 -1.623 -0.109
H -4.874 1.759 -1.504
H -3.882 1.051 -0.043
H -6.994 0.690 -0.164
H -5.916 1.493 1.156
H -6.532 -0.956 1.591
H -4.926 -0.487 1.736
H -6.020 -2.221 -0.663
H -4.447 -2.442 0.142
*
```

Record 4
Entry from OMol25: a cluster of 3 separate species, C2H11N2O2 in total in a non-equilibrium geometry (the ωB97M-V functional and the def2-TZVPD basis).

- Max |F|: 2.07 eV Å⁻¹
- Energy relative to the best compared isomer or geometry (same formula, charge and spin): 78.80 kcal per mole
- HOMO-LUMO gap (alpha / beta): 2.3364 / 7.5767 eV

ORCA input file:
```
! wB97M-V def2-TZVPD RIJCOSX def2/J DEFGRID3
* xyz 0 2
C 0.480 -0.725 0.821
C -0.617 0.000 1.061
N -0.513 1.464 1.150
N 0.485 -2.069 0.590
H 1.453 -0.252 0.847
H -1.609 -0.417 1.130
H -0.864 1.904 2.036
H 0.470 1.793 0.947
H -1.085 1.916 0.402
H -0.211 -2.752 0.871
H 1.341 -2.538 0.363
H 2.825 -3.496 -3.904
H 3.909 -3.597 -2.816
O 3.085 -3.157 -3.043
H -2.390 4.811 0.238
H -3.819 4.142 0.076
O -2.862 4.007 -0.008
*
```

Record 5
Entry from OMol25: a cluster of 7 separate species, C28H56O17 in total in a non-equilibrium geometry (the ωB97M-V functional and the def2-TZVPD basis).

- Max |F|: 7.59 eV Å⁻¹
- Energy relative to the best compared isomer or geometry (same formula, charge and spin): 319.89 kcal per mole
- SMILES: CCOC(=O)OC.CCOC(=O)OC.CCOC(=O)OC.CCOC(=O)OC.CCOC(=O)OC.C1CCOC1.C1CCOC1
- HOMO-LUMO gap: 9.8519 eV

ORCA input file:
```
! wB97M-V def2-TZVPD RIJCOSX def2/J DEFGRID3
* xyz 0 1
C -2.302 1.448 3.040
C -0.987 0.884 2.625
O -0.159 0.467 3.726
C 0.449 1.370 4.477
O 0.198 2.614 4.405
O 1.499 0.742 5.137
C 2.441 1.580 5.814
H -2.890 1.735 2.168
H -2.267 2.274 3.751
H -2.904 0.675 3.518
H -0.418 1.549 1.976
H -1.119 -0.033 2.051
H 1.987 2.543 6.046
H 3.307 1.728 5.168
H 2.906 1.070 6.658
C -1.635 -6.448 -1.420
C -0.347 -5.591 -1.402
O -0.419 -4.632 -0.428
C 0.634 -3.968 -0.146
O 1.745 -4.035 -0.745
O 0.338 -3.081 0.883
C 1.377 -2.294 1.383
H -1.700 -7.109 -0.556
H -1.507 -7.185 -2.214
H -2.531 -5.837 -1.523
H -0.267 -5.066 -2.354
H 0.558 -6.197 -1.410
H 2.167 -2.823 1.917
H 0.879 -1.728 2.170
H 1.811 -1.443 0.858
C 1.726 4.473 -1.851
C 0.713 3.765 -0.923
O 0.807 4.392 0.405
C 0.153 3.938 1.521
O -0.659 2.966 1.644
O 0.513 4.709 2.542
C -0.261 4.763 3.779
H 1.527 5.539 -1.962
H 1.687 3.853 -2.747
H 2.754 4.466 -1.488
H 0.837 2.683 -0.968
H -0.274 3.968 -1.339
H -0.541 5.792 4.007
H 0.200 4.278 4.640
H -1.195 4.219 3.640
C 6.312 -1.582 -0.095
C 5.016 -1.648 0.678
O 4.612 -0.283 1.054
C 3.478 0.342 0.654
O 2.641 -0.044 -0.126
O 3.447 1.500 1.324
C 2.467 2.464 1.014
H 6.998 -0.974 0.495
H 6.043 -1.270 -1.104
H 6.648 -2.614 -0.192
H 5.141 -2.269 1.564
H 4.247 -2.100 0.051
H 1.933 2.828 1.891
H 1.742 2.082 0.295
H 2.948 3.317 0.534
C -0.455 -5.948 -5.239
C 0.113 -4.637 -5.741
O 0.041 -3.594 -4.780
C -1.186 -2.963 -4.445
O -2.266 -3.130 -4.997
O -1.002 -2.202 -3.371
C -1.997 -1.341 -2.886
H -0.501 -6.626 -6.092
H -1.459 -5.863 -4.824
H 0.184 -6.422 -4.495
H -0.110 -4.346 -6.768
H 1.203 -4.617 -5.746
H -1.768 -0.311 -2.611
H -2.464 -1.905 -2.079
H -2.887 -1.195 -3.498
C -3.683 1.907 0.197
C -4.152 3.188 0.755
C -4.693 3.973 -0.438
O -4.122 3.314 -1.538
C -3.798 1.958 -1.283
H -4.338 1.184 0.681
H -2.634 1.771 0.458
H -3.367 3.796 1.204
H -4.916 3.124 1.529
H -4.468 5.039 -0.413
H -5.781 3.922 -0.493
H -2.939 1.705 -1.905
H -4.608 1.315 -1.629
C 0.403 0.967 -0.100
C 0.339 -0.577 0.166
C -0.946 -0.992 -0.547
O -1.216 0.085 -1.463
C -0.887 1.251 -0.720
H 1.134 1.036 -0.906
H 0.710 1.587 0.742
H 0.229 -0.674 1.246
H 1.178 -1.171 -0.197
H -1.864 -1.123 0.026
H -1.099 -1.953 -1.037
H -1.644 1.533 0.012
H -0.785 2.177 -1.286
*
```

Record 6
Entry from OMol25: a cluster of 2 separate species, H6NS2 in total in a non-equilibrium geometry (the ωB97M-V functional and the def2-TZVPD basis).

- Max |F|: 1.50 eV Å⁻¹
- Energy relative to the best compared isomer or geometry (same formula, charge and spin): 5.31 kcal per mole
- HOMO-LUMO gap: 9.7182 eV

ORCA input file:
```
! wB97M-V def2-TZVPD RIJCOSX def2/J DEFGRID3
* xyz 1 1
N 1.372 0.277 0.712
H 0.399 0.058 0.369
H 1.538 1.273 0.924
H 1.992 0.200 -0.102
H 1.638 -0.297 1.521
S -1.424 -0.896 0.065
S -1.372 0.295 -1.607
H -1.753 -2.017 -0.582
H -2.390 1.107 -1.300
*
```